C4H32N2O11 | ωB97M-V/def2-TZVPD

For the total energy, the calculation gives -30169.856 eV. The calculation puts the HOMO-LUMO gap at 0.329 Ha. As for the LUMO energy: 0.3 eV. The SMILES is NC[C@H](N)CCO.O.O.O.O.O.O.O.O.O.O. Its charge is 0.

```
49
C4H32N2O11 ωB97M-V/def2-TZVPD
N 1.51597 -2.67199 -2.88328
C 1.56892 -2.70166 -1.41233
C 1.36239 -1.29876 -0.89118
N 2.27995 -0.33142 -1.53973
C 1.44327 -1.00101 0.61178
C 0.51242 0.07974 1.12181
O 0.75741 1.42653 0.62826
H 1.02780 -3.45136 -3.29035
H 1.21988 -1.74647 -3.18581
H 0.80964 -3.35265 -0.94031
H 2.51715 -3.17489 -1.12367
H 0.28397 -1.08993 -1.12881
H 1.69514 0.39552 -1.90934
H 3.07523 -0.57906 -2.10376
H 2.45122 -0.73679 0.84721
H 1.17487 -1.87897 1.22946
H -0.54623 -0.04951 0.94201
H 0.49809 0.03519 2.21468
H 1.73545 1.60016 0.44976
O 0.25258 1.03775 -3.67014
H 0.19034 1.43969 -4.53588
H 0.24100 1.78007 -2.98402
O -2.28849 0.40360 -2.98180
H -2.53255 1.01497 -3.68633
H -1.36563 0.21556 -3.29329
O 3.33453 1.63845 0.60959
H 3.98513 1.86520 1.29088
H 3.62326 0.81798 0.18386
O -0.64447 -2.96068 2.58863
H -0.71712 -2.37242 3.35349
H -0.13279 -3.68297 2.97114
O -3.30496 1.41698 1.59242
H -3.24857 1.97180 0.80260
H -3.77354 1.93624 2.24765
O -1.92850 2.07643 -0.85651
H -2.27224 1.35500 -1.42199
H -1.59868 1.66038 -0.04950
O 0.56563 2.84361 -1.85381
H -0.03398 3.58767 -1.84389
H 0.38408 2.21254 -1.12698
O -2.18916 -3.15833 0.48964
H -3.02372 -2.90419 0.88896
H -1.68234 -3.54431 1.23330
O 0.03212 2.02595 4.10855
H -0.76542 2.43013 3.75350
H 0.72254 2.55560 3.69592
O -1.78648 -0.21082 3.56492
H -1.16598 0.16068 4.21148
H -1.52637 -0.04988 2.65705
```